1.
A structure of composition C40H42GeLiN4O2P. Source: the OMol25 dataset; level of theory: ωB97M-V/def2-TZVPD.

```
91
Properties=species:S:1:pos:R:3:forces:R:3:lowdin_charge:R:1
Li 1.232 0.559 -0.370 0.0696 0.4121 0.0701 0.53
N 1.763 4.225 0.295 0.0623 -0.4331 0.0455 -0.14
P 2.566 3.352 -0.957 0.0088 0.4408 -0.2352 1.07
C 3.903 4.566 -1.317 -0.1259 0.0223 0.0850 -0.38
C 5.226 4.171 -1.141 0.0134 -0.0289 0.0351 -0.10
C 6.270 5.059 -1.376 -0.0140 -0.0226 0.0024 -0.08
C 5.996 6.354 -1.785 -0.0532 0.0142 -0.0038 -0.08
C 4.678 6.764 -1.962 0.0151 -0.0392 -0.0003 -0.08
C 3.640 5.874 -1.736 0.0319 -0.0293 -0.0011 -0.10
C 1.467 3.723 -2.393 -0.0008 -0.0309 0.0414 -0.39
C 1.969 3.669 -3.694 -0.0329 -0.0446 0.0148 -0.12
C 1.124 3.813 -4.787 0.0381 0.0063 0.0590 -0.08
C -0.238 4.012 -4.592 0.0145 -0.0216 0.0020 -0.09
C -0.746 4.067 -3.301 0.0192 0.0090 0.0207 -0.08
C 0.101 3.920 -2.209 0.0074 -0.0126 -0.0065 -0.10
C 1.031 3.600 1.297 -0.0059 -0.1195 -0.0135 -0.40
C 0.585 4.350 2.392 0.0352 0.0401 0.0063 -0.03
C -0.143 3.718 3.374 0.0068 0.0744 0.0236 -0.07
C -0.427 2.364 3.250 0.0172 0.0181 0.0351 -0.07
C 0.033 1.704 2.130 0.0542 -0.0032 -0.1056 -0.11
N 0.754 2.298 1.161 -0.0517 0.1186 -0.0932 0.08
H 1.997 5.192 0.453 -0.0699 0.0407 -0.0231 0.10
H 5.439 3.160 -0.812 -0.0024 0.0223 -0.0160 0.09
H 7.295 4.738 -1.238 -0.0247 -0.0010 -0.0010 0.10
H 6.808 7.047 -1.970 -0.0150 -0.0091 0.0040 0.10
H 4.463 7.773 -2.289 0.0032 -0.0140 0.0098 0.10
H 2.615 6.191 -1.902 0.0126 -0.0125 -0.0050 0.11
H 3.031 3.518 -3.857 -0.0056 0.0087 -0.0053 0.11
H 1.530 3.776 -5.790 -0.0114 -0.0065 0.0211 0.10
H -0.898 4.122 -5.442 0.0106 0.0102 0.0126 0.10
H -1.806 4.228 -3.143 0.0186 -0.0222 0.0035 0.10
H -0.304 3.947 -1.204 -0.0120 0.0225 -0.0209 0.10
H 0.819 5.405 2.452 0.0057 -0.0117 0.0217 0.11
H -0.491 4.278 4.233 0.0069 -0.0015 -0.0084 0.11
H -0.998 1.832 3.998 0.0183 0.0086 -0.0455 0.08
H -0.171 0.649 1.971 0.0187 0.0388 -0.0119 0.09
N 0.509 0.480 -2.341 0.1257 -0.1947 -0.0882 -0.01
C 1.461 -0.519 -2.880 -0.0993 0.1133 0.0745 -0.25
C 2.888 -0.081 -2.592 -0.0912 0.0619 0.1912 -0.27
N 3.082 -0.041 -1.134 -0.0617 -0.4441 -0.1845 -0.05
H -0.429 0.094 -2.319 0.0279 0.0012 0.0144 0.07
H 0.480 1.294 -2.946 0.0044 0.0291 0.0415 0.05
H 1.335 -0.686 -3.953 -0.0226 0.0088 -0.0553 0.11
H 1.288 -1.465 -2.363 -0.0522 -0.0110 0.0055 0.10
H 3.049 0.921 -3.004 0.0321 0.0260 0.0206 0.09
H 3.578 -0.758 -3.104 0.0274 -0.0496 -0.0078 0.11
H 4.037 0.203 -0.908 -0.0393 0.1435 0.0503 0.07
H 2.912 -0.988 -0.767 0.0734 0.0302 -0.0446 0.04
O 1.952 -2.497 0.005 -0.1114 0.0251 -0.0425 -0.02
C 1.164 -1.939 0.789 0.0531 0.2617 0.0929 -0.68
O 0.540 -0.845 0.563 0.0525 -0.4791 -0.0053 -0.17
C 0.932 -2.580 2.153 -0.1629 -0.1623 -0.0370 -0.17
C 0.064 -3.846 2.064 0.1059 0.1878 -0.1029 -0.25
Ge -1.814 -3.597 1.524 0.0245 -0.0800 0.0715 1.03
C -2.501 -1.870 2.115 -0.0089 0.0778 -0.0112 -0.27
C -3.202 -1.026 1.255 0.0106 -0.0094 0.0862 -0.09
C -3.692 0.197 1.700 0.0160 -0.0128 0.0276 -0.08
C -3.489 0.590 3.016 -0.0126 -0.0241 -0.0290 -0.11
C -2.792 -0.239 3.885 -0.0169 -0.0773 -0.0368 -0.11
C -2.301 -1.458 3.435 -0.0359 0.0368 -0.0334 -0.12
C -2.786 -5.007 2.475 0.0030 -0.0580 0.0602 -0.28
C -2.343 -6.329 2.367 -0.0692 0.0329 0.0728 -0.12
C -2.971 -7.353 3.065 0.0084 0.0426 -0.0210 -0.09
C -4.052 -7.068 3.889 0.0100 0.0112 -0.0174 -0.10
C -4.502 -5.761 4.010 0.0159 0.0097 -0.0254 -0.09
C -3.873 -4.739 3.306 0.0073 -0.0321 -0.0581 -0.10
C -2.166 -3.838 -0.384 0.0111 0.0431 -0.0455 -0.26
C -2.969 -4.893 -0.817 -0.0146 0.0595 -0.0252 -0.10
C -3.252 -5.071 -2.166 0.0006 -0.0006 0.0239 -0.09
C -2.735 -4.190 -3.103 0.0092 0.0080 0.0346 -0.10
C -1.932 -3.135 -2.688 0.0368 0.0329 0.0378 -0.09
C -1.646 -2.959 -1.339 0.0086 -0.1043 -0.0013 -0.10
H 0.471 -1.840 2.808 -0.0147 -0.0242 0.0312 0.09
H 1.908 -2.851 2.563 0.0029 0.0146 -0.0113 0.11
H 0.021 -4.335 3.040 0.0110 -0.0258 0.0108 0.07
H 0.523 -4.554 1.369 0.0112 0.0149 0.0168 0.08
H -3.373 -1.327 0.228 0.0121 0.0163 0.0063 0.10
H -4.235 0.842 1.020 0.0044 -0.0090 0.0071 0.10
H -3.873 1.541 3.363 0.0114 -0.0019 -0.0061 0.10
H -2.634 0.062 4.914 -0.0093 -0.0151 0.0015 0.10
H -1.763 -2.102 4.125 -0.0072 0.0253 -0.0016 0.11
H -1.494 -6.563 1.731 -0.0177 -0.0126 0.0173 0.10
H -2.615 -8.371 2.968 -0.0044 0.0050 0.0002 0.10
H -4.542 -7.864 4.436 0.0073 0.0082 -0.0029 0.10
H -5.344 -5.536 4.653 0.0046 0.0012 -0.0076 0.10
H -4.234 -3.721 3.406 0.0043 -0.0225 0.0145 0.09
H -3.389 -5.581 -0.092 -0.0014 0.0000 -0.0219 0.09
H -3.876 -5.897 -2.483 0.0053 0.0129 0.0109 0.10
H -2.956 -4.324 -4.155 0.0116 0.0052 0.0090 0.10
H -1.526 -2.457 -3.428 0.0333 0.0395 0.0222 0.09
H -1.004 -2.144 -1.015 0.0066 0.0207 -0.0473 0.08
```
Positions in Å, forces in eV/Å.

Its gap between HOMO and LUMO is 8.812 eV. Its relative energy (zero: lowest compared OMol25 entry of this formula, charge and spin) is 0.0 kJ/mol. For the HOMO energy, the calculation gives -8.338 eV.



2.
A structure of composition C18H23CsN15O2S. Source: the OMol25 dataset; level of theory: ωB97M-V/def2-TZVPD.

```
60
Properties=species:S:1:pos:R:3:forces:R:3:lowdin_charge:R:1
Cs 1.076 -2.628 0.421 0.0485 -0.2928 -0.0040 1.00
N 5.564 -3.171 0.858 -0.0129 0.0467 -0.0086 0.09
C 5.370 -1.931 0.235 -0.0719 0.0171 0.0039 -0.51
N 6.261 -0.943 0.324 0.0090 -0.0557 -0.0940 0.01
N 5.741 0.039 -0.420 -0.0184 0.1136 0.0560 -0.13
N 4.587 -0.329 -0.899 0.0721 -0.0867 0.0159 -0.14
N 4.314 -1.589 -0.506 0.0132 -0.0532 0.0289 0.00
C 4.472 -4.027 1.065 0.0465 0.0146 -0.0104 -0.57
N 4.346 -5.216 0.486 0.0429 -0.0582 -0.0419 0.00
N 3.207 -5.708 0.989 0.0233 -0.0403 -0.0326 -0.14
N 2.686 -4.849 1.818 -0.0421 0.0510 0.0380 -0.24
N 3.479 -3.763 1.904 -0.1030 0.1185 0.0354 -0.10
H 6.369 -3.663 0.504 -0.0082 0.0074 -0.0017 0.11
N -6.521 2.009 -3.926 -0.0143 -0.0021 -0.0025 0.08
C -5.451 1.870 -3.035 0.0133 -0.0025 0.0011 -0.33
C -5.645 2.042 -1.665 -0.0040 0.0020 -0.0045 -0.04
C -4.599 1.850 -0.779 0.0045 0.0083 0.0059 -0.07
C -3.347 1.497 -1.253 0.0044 -0.0006 -0.0095 -0.30
C -3.143 1.322 -2.614 0.0039 0.0044 -0.0013 -0.06
C -4.188 1.504 -3.501 -0.0033 -0.0016 0.0030 -0.04
S -1.993 1.246 -0.138 -0.0351 0.0046 -0.0059 0.58
O -2.401 1.751 1.158 0.0072 -0.0052 0.0028 -0.33
O -0.863 1.946 -0.736 0.0144 -0.0164 0.0031 -0.35
N -1.620 -0.300 -0.157 -0.0192 0.0258 0.0125 -0.11
C -2.548 -1.220 0.198 -0.0080 0.0538 0.0383 -0.48
N -3.803 -0.854 0.544 0.0664 0.0517 -0.0480 0.12
C -4.656 -1.814 0.847 -0.0837 0.0125 0.0053 -0.15
C -4.326 -3.157 0.841 0.0034 -0.0856 0.0184 -0.08
C -3.014 -3.439 0.491 -0.0314 -0.0802 -0.0106 -0.16
N -2.131 -2.513 0.168 0.0995 0.1338 0.0058 0.03
H -7.259 2.613 -3.599 -0.0013 0.0038 -0.0008 0.08
H -6.250 2.232 -4.871 0.0016 0.0033 -0.0023 0.08
H -6.627 2.315 -1.295 -0.0013 0.0010 -0.0004 0.11
H -4.739 1.961 0.287 0.0002 0.0010 -0.0013 0.11
H -2.160 1.045 -2.972 -0.0005 0.0002 -0.0008 0.12
H -4.030 1.362 -4.564 -0.0002 -0.0001 -0.0012 0.11
H -5.660 -1.491 1.110 -0.0061 0.0015 0.0076 0.10
H -5.033 -3.931 1.098 0.0004 -0.0027 -0.0004 0.09
H -2.657 -4.465 0.466 -0.0051 -0.0085 0.0091 0.11
C 1.359 2.720 1.528 0.0036 0.0049 0.0069 -0.06
C 0.971 1.304 2.012 -0.0024 0.0078 -0.0097 -0.13
N 1.833 0.308 1.389 0.0141 0.0165 0.0281 -0.18
C 3.205 0.503 1.853 -0.0035 -0.0043 -0.0040 -0.13
C 3.707 1.907 1.446 -0.0038 0.0124 -0.0017 -0.06
N 2.595 2.579 0.685 -0.0025 0.0012 0.0008 -0.08
C 2.269 1.787 -0.551 0.0258 -0.0103 0.0112 -0.07
C 1.759 0.422 -0.073 -0.0566 0.0458 0.0010 -0.27
H 1.598 3.403 2.343 0.0011 -0.0013 0.0007 0.13
H 0.584 3.145 0.892 0.0011 -0.0018 0.0018 0.12
H -0.068 1.108 1.762 -0.0058 -0.0004 0.0026 0.09
H 1.083 1.227 3.094 -0.0003 -0.0018 0.0006 0.13
H 3.846 -0.261 1.425 0.0100 -0.0060 0.0008 0.09
H 3.222 0.392 2.937 -0.0068 -0.0070 -0.0009 0.13
H 4.568 1.840 0.781 -0.0016 0.0007 -0.0028 0.10
H 3.934 2.547 2.299 0.0032 -0.0032 0.0009 0.12
H 2.908 3.501 0.401 0.0012 -0.0009 0.0015 0.18
H 3.193 1.677 -1.117 -0.0065 0.0026 -0.0072 0.11
H 1.506 2.339 -1.096 -0.0040 0.0014 0.0000 0.12
H 2.396 -0.340 -0.511 0.0225 0.0456 -0.0391 0.02
H 0.722 0.288 -0.375 0.0062 0.0140 0.0000 0.06
```
Positions in Å, forces in eV/Å.

Its gap between HOMO and LUMO is 6.551 eV. Its relative energy (zero: lowest compared OMol25 entry of this formula, charge and spin) is 2.1 kJ/mol. The total charge is -1. For the HOMO energy, the calculation gives -4.743 eV.